Entry from the Open Molecules 2025 dataset: a molecular structure, C38H38F3IN11O2S in a non-equilibrium geometry (ωB97M-V/def2-TZVPD).

The value obtained for the calculated total energy is -87583.6304 eV. The charge is +1.

Positions of all 94 atoms, in Å:
N 2.02 2.36 -10.20
C 1.69 1.59 -9.15
N 0.50 0.78 -9.04
C 0.65 0.22 -7.73
I -0.75 -1.12 -6.79
N 1.89 0.70 -7.16
S 2.63 0.44 -5.64
O 4.10 0.18 -5.69
O 1.95 -0.62 -4.81
C 2.37 2.04 -4.67
F 3.40 2.25 -3.78
F 1.11 2.04 -4.06
F 2.35 3.17 -5.53
N 2.57 1.54 -8.02
H 1.25 2.85 -10.67
H 2.98 2.54 -10.51
H 3.47 2.02 -7.88
N -1.27 0.55 -1.22
C -0.55 1.61 -1.62
C -0.69 2.88 -1.09
C -1.64 3.07 -0.09
C -2.40 1.99 0.34
C -2.17 0.76 -0.26
H 0.17 1.41 -2.40
H -0.08 3.70 -1.44
H -1.78 4.05 0.35
H -3.15 2.11 1.11
H -2.74 -0.12 0.04
N -6.17 0.34 -3.70
C -5.26 0.96 -2.93
C -5.40 1.13 -1.56
C -6.54 0.64 -0.94
C -7.49 0.00 -1.72
C -7.27 -0.13 -3.08
H -4.39 1.33 -3.46
H -4.63 1.64 -0.99
H -6.68 0.75 0.12
H -8.40 -0.40 -1.27
H -7.99 -0.62 -3.72
N 4.60 0.20 1.57
C 5.45 -0.27 0.65
C 5.35 -0.01 -0.70
C 4.30 0.79 -1.14
C 3.40 1.29 -0.21
C 3.59 0.97 1.13
H 6.26 -0.89 1.04
H 6.08 -0.41 -1.40
H 4.19 1.02 -2.19
H 2.57 1.91 -0.51
H 2.92 1.33 1.89
N -3.07 -4.24 -7.37
C -3.44 -2.98 -7.10
C -4.75 -2.53 -7.18
C -5.73 -3.43 -7.56
C -5.37 -4.74 -7.85
C -4.04 -5.09 -7.74
H -2.64 -2.31 -6.80
H -4.99 -1.50 -6.94
H -6.76 -3.11 -7.64
H -6.11 -5.47 -8.16
H -3.70 -6.10 -7.95
N 1.05 0.75 7.08
C 1.90 0.28 6.15
C 1.79 0.55 4.80
C 0.74 1.35 4.37
C -0.16 1.84 5.30
C 0.04 1.52 6.63
H 2.70 -0.34 6.54
H 2.52 0.15 4.10
H 0.62 1.58 3.31
H -0.99 2.47 5.00
H -0.64 1.88 7.40
N 7.50 -0.08 8.67
C 7.12 1.18 8.93
C 5.81 1.63 8.83
C 4.84 0.73 8.42
C 5.20 -0.58 8.13
C 6.54 -0.93 8.28
H 7.92 1.84 9.25
H 5.56 2.66 9.06
H 3.81 1.05 8.32
H 4.47 -1.31 7.81
H 6.87 -1.94 8.07
N -1.17 -2.50 8.52
C -1.87 -3.63 8.37
C -2.53 -3.98 7.19
C -2.45 -3.11 6.12
C -1.73 -1.93 6.25
C -1.11 -1.67 7.47
H -1.91 -4.28 9.24
H -3.08 -4.91 7.12
H -2.95 -3.34 5.18
H -1.66 -1.22 5.44
H -0.54 -0.77 7.62